(1)
C18H13ClN3O4 as an isolated structure at a distorted geometry. Source: the Open Molecules 2025 dataset; level of theory: ωB97M-V/def2-TZVPD.

Summary:
E_tot in eV: -44037.009
M in g/mol: 370.77
Frontier orbital gap in hartree: 0.1514
Total charge: -1

Cartesian coordinates (Å):
C 0.26 0.76 -1.62
H 5.75 -0.96 0.06
H 4.12 0.94 -2.26
C 3.06 0.99 -1.74
O -1.38 0.64 -3.62
H 1.45 1.11 -4.50
C -5.65 -2.23 2.77
H -3.57 -1.35 -3.01
C -1.20 1.28 0.87
C -4.90 -1.09 0.75
O -1.36 2.09 1.94
C -4.81 -1.51 -0.86
C -1.23 0.44 -2.31
C -2.46 0.32 0.35
N -5.48 -3.18 3.67
H 4.26 2.66 1.40
N -5.92 -2.37 -1.47
H -3.68 0.12 2.52
H 1.61 1.84 1.89
O 1.72 0.31 -3.95
H -5.57 -2.68 -2.41
H 4.86 -2.02 1.47
C 4.41 1.70 0.74
O -6.08 -1.58 1.49
H 4.46 1.29 3.35
C 3.02 1.40 -0.14
C 4.62 0.32 1.66
N 4.61 0.30 3.04
H -6.03 -3.28 -0.93
C 4.80 -1.08 0.76
Cl 3.32 2.15 3.62
C -3.61 -1.03 -1.86
H 5.33 1.83 0.01
C 1.61 1.53 0.75
C -3.68 -0.17 1.37
H 3.88 -1.26 0.03
C 0.20 1.20 -0.02
C -2.41 -0.08 -1.27
C 1.64 0.67 -2.51

=====

(2)
C23H37N4O3PPdS3Se as an isolated structure at a distorted geometry. Source: the Open Molecules 2025 dataset; level of theory: ωB97M-V/def2-TZVPD.

Summary:
E_tot in eV: -147179.614
Relative energy (zero: lowest compared OMol25 entry of this formula, charge and spin) in kcal/mol: 16.0
M in g/mol: 730.13
Frontier orbital gap in hartree: 0.1713
Total charge: -2

Cartesian coordinates (Å):
H 1.35 3.83 -2.50
C -2.47 -2.11 2.79
C 4.25 0.06 -1.47
H 1.41 -5.96 -1.52
C -1.35 -4.38 -2.33
H -2.08 -3.57 -2.35
H -1.58 -5.08 -3.15
O -3.05 3.49 -2.47
S -1.07 -1.59 -1.58
O 1.44 0.03 -1.59
C 5.61 0.16 -1.69
Pd 0.11 -0.33 0.09
H 2.38 -4.48 -1.56
C 1.24 3.81 -1.41
H -3.06 0.66 2.79
C 4.18 -1.89 -2.88
C 0.25 -2.55 -2.11
H 3.72 0.74 -0.82
S -3.49 4.57 0.08
H 7.33 -0.67 -2.68
H 1.32 -2.39 0.92
H -1.62 4.93 -4.18
C -2.64 3.08 -3.77
C 6.26 -0.75 -2.50
H -0.77 -5.94 -0.93
C 1.93 -5.26 -2.17
C 0.21 4.83 -0.95
P -2.21 3.62 -1.09
H 3.61 -2.68 -3.33
N -0.05 -3.80 -2.57
N -0.49 -2.44 1.92
H -1.56 1.32 -3.15
C 2.04 -1.01 -1.89
C 0.98 -4.61 -3.17
H -3.33 4.95 -4.62
O -1.03 4.63 -1.61
C -1.41 2.19 -3.79
H -2.16 4.07 -5.64
H 6.05 -2.50 -3.73
H -3.50 2.52 -4.16
H 0.94 2.81 -1.10
Se 1.78 0.33 1.64
H 0.96 5.25 1.03
C -0.90 -1.23 1.47
H -0.55 2.73 -3.42
H 6.18 0.95 -1.22
H 1.56 -3.97 -3.83
H -1.21 -4.38 -0.19
H 0.49 -5.38 -3.78
H 0.51 5.84 -1.28
H -2.50 0.79 1.11
H -3.42 -2.16 3.28
H -1.33 -3.94 3.21
C -1.45 -5.09 -0.98
S -1.44 1.86 -0.55
C -2.96 0.13 1.85
H -1.21 1.85 -4.81
H -0.01 3.78 0.91
C -2.42 4.34 -4.62
N -2.13 -1.03 2.01
H 2.72 -5.80 -2.70
C 0.08 4.81 0.57
C -1.45 -2.99 2.74
H -3.95 -0.17 1.49
H 2.21 4.02 -0.96
C 0.78 -3.04 1.64
H -0.81 5.35 0.88
H 1.38 -3.10 2.55
N 1.53 -2.23 -2.19
C 5.54 -1.78 -3.09
C 3.52 -0.96 -2.08
H 0.65 -4.04 1.20
H -2.46 -5.45 -0.82

=====

(3)
C39H33N4O4PRhS as an isolated structure. Source: the Open Molecules 2025 dataset; level of theory: ωB97M-V/def2-TZVPD.

Summary:
Expectation value of S²: 6.036
E_tot in eV: -78254.662
Spin multiplicity: 5
Relative energy (zero: lowest compared OMol25 entry of this formula, charge and spin) in kcal/mol: 0.0
M in g/mol: 787.66
Frontier orbital gap (spin up / spin down) in hartree: 0.2702 / 0.2014
Total charge: +1

Cartesian coordinates (Å):
C -2.25 0.73 -3.49
C -1.89 -1.63 -6.65
C -4.18 0.80 -5.12
C -1.96 0.56 -2.14
C 1.85 -1.02 5.26
H 1.43 -1.55 6.11
N -3.61 -0.05 -6.03
C -1.16 -2.78 -6.42
C 2.62 -4.62 2.43
H -0.40 -3.08 -7.13
H -3.92 -1.74 -3.94
H 4.76 -0.64 3.57
C 2.44 3.55 2.60
H -0.70 -5.52 -5.83
C -2.85 1.21 2.28
C 0.31 0.44 -2.54
H -1.35 0.93 -5.44
H 1.69 4.94 -0.93
O 1.68 -0.14 0.08
H 3.80 -1.87 5.49
N -0.72 0.42 -1.68
H -4.11 2.64 3.94
N -2.39 0.24 1.60
H 0.49 2.95 -0.11
H 4.54 -2.68 0.41
C 1.59 0.55 3.45
C 2.93 0.37 3.11
C 3.11 4.67 2.13
O 3.63 -0.86 -0.65
C 1.05 -0.14 4.54
H 0.72 3.11 4.70
O -3.40 -0.36 0.84
H -3.93 1.38 2.21
H 2.68 3.15 3.58
H 0.95 0.63 -4.56
H -3.04 -1.23 0.61
H -2.76 0.52 -1.41
C 1.46 -3.90 2.35
C -2.88 -1.24 -5.75
C 3.68 -3.02 0.97
C -2.15 2.05 3.26
C -1.23 3.64 5.37
H -0.84 -5.27 -4.09
H -4.04 0.02 -6.93
Rh -0.33 0.16 0.57
C 1.47 2.94 1.80
C 3.18 -1.20 4.92
H -2.58 -3.75 -3.52
S -0.15 -1.93 1.71
C 1.22 3.44 0.53
C -1.18 0.77 -4.38
H 1.30 0.32 -2.11
C 1.89 4.56 0.07
H -3.30 4.03 5.79
C 2.84 5.17 0.87
C -1.38 -3.56 -5.28
C -0.34 2.99 4.53
C -3.13 -2.01 -4.63
H -1.69 -1.03 -7.53
H 2.66 -5.53 3.01
H 4.67 -4.75 1.77
C 3.72 -0.50 3.85
H 0.50 -4.56 -4.99
C -2.59 3.52 5.15
H 3.37 6.04 0.51
C 0.10 0.61 -3.89
H -0.85 4.24 6.18
C -2.37 -3.15 -4.40
C -0.77 2.20 3.46
O -5.16 1.47 -5.37
C -3.04 2.73 4.11
H 0.02 -0.01 4.82
N -3.59 0.87 -3.85
H 3.86 5.14 2.75
C 2.64 -1.01 0.03
C 1.38 -2.70 1.61
C -0.56 -4.79 -5.03
P 0.51 1.51 2.36
H 3.35 0.89 2.26
H 0.57 -4.23 2.87
C 2.53 -2.26 0.90
C 3.74 -4.18 1.73
H -4.18 1.39 -3.22

=====

(4)
A 2-piece molecular cluster, C2H5BrN2O overall at a distorted geometry. Source: the Open Molecules 2025 dataset; level of theory: ωB97M-V/def2-TZVPD.

Summary:
E_tot in eV: -77224.331
Relative energy (zero: lowest compared OMol25 entry of this formula, charge and spin) in kcal/mol: 5.4
M in g/mol: 152.98
Frontier orbital gap in hartree: 0.3813
Structure (SMILES): C=NC(N)=O.Br

Cartesian coordinates (Å):
C 0.14 1.84 0.05
H 2.35 -1.39 0.13
H -1.96 -1.99 -0.15
N -1.72 -1.05 -0.09
Br 3.31 -0.25 -0.23
N -0.21 0.67 0.40
O 0.47 -1.42 0.28
H -2.46 -0.47 -0.18
H 0.53 2.01 -0.98
C -0.42 -0.65 0.11
H -0.02 2.70 0.67

=====

(5)
C34H77BrClIKMgN3NaO10PS as an isolated structure at a distorted geometry. Source: the Open Molecules 2025 dataset; level of theory: ωB97M-V/def2-TZVPD.

Summary:
E_tot in eV: -198408.743
M in g/mol: 1079.70
Frontier orbital gap in hartree: 0.0335

Cartesian coordinates (Å):
H 2.80 2.05 -2.23
C 3.53 2.19 0.57
H -5.45 1.60 -0.45
H 2.60 3.99 -3.25
C 3.18 4.70 -2.67
C 5.41 -2.47 0.25
C -8.37 0.69 -0.33
C 1.33 -7.48 0.53
H 4.48 2.71 0.66
H 3.05 -5.87 1.73
H 5.25 4.29 -3.23
H 2.00 5.44 3.26
H -0.77 5.66 -0.21
H 6.98 -7.35 2.31
H 5.97 -0.96 -1.30
H -8.60 2.45 -1.56
C 5.25 -6.35 7.61
H -8.52 1.36 -3.85
H 2.67 5.66 -2.58
C 6.54 -6.48 8.49
O -7.27 8.00 -1.62
H 7.10 -5.53 8.32
C -8.86 -0.43 -1.28
H -7.59 2.05 -6.09
S 4.90 -5.73 3.18
H -7.74 -0.19 -3.55
O 5.09 -5.38 4.56
H 6.19 -6.37 9.54
H -5.25 4.35 0.77
H 6.22 -8.90 2.63
H 2.40 -2.02 -1.70
C 6.98 -7.94 4.39
H 4.29 -0.86 -2.55
C -0.04 -7.81 -0.11
H 5.07 -3.77 -2.12
H 2.93 -4.53 2.91
H -9.19 1.02 0.37
H 2.79 0.15 -0.07
H -8.35 2.81 -7.38
O 7.16 -7.60 8.17
H 5.78 0.15 0.50
H -1.96 3.12 0.19
C -8.70 0.29 -3.74
I 4.71 5.74 -0.32
O 2.30 -7.37 -0.25
H 2.15 -2.47 -3.42
H -0.42 -8.75 0.30
H -3.01 5.44 0.00
O 5.68 -5.11 2.15
C 3.20 -5.58 2.76
C 2.33 4.42 1.26
C -4.72 3.47 0.39
H 4.29 -1.83 -4.01
C -4.16 3.84 -0.98
O 1.87 1.59 3.95
H 4.76 0.49 1.89
C 5.39 -2.76 -2.35
H 6.17 -2.77 -3.10
H 4.72 -5.42 7.86
Na -4.16 7.05 -0.90
C -7.15 2.83 0.03
H 1.30 5.45 -0.83
H 0.55 4.29 -1.90
H 7.06 -2.31 -1.10
O -9.24 8.12 -2.49
C -1.67 3.81 -0.59
H 1.21 2.13 4.39
H -9.16 -0.11 -4.65
H -7.54 0.28 0.25
O -8.40 9.82 -1.47
O 1.32 -7.34 1.78
H 4.57 -7.18 7.79
H 3.41 -1.69 0.58
H -10.12 1.02 -2.28
C 2.19 4.95 2.34
H -9.58 -1.02 -0.72
Mg 2.59 -0.16 -1.86
C 3.73 0.76 0.05
H -8.05 -1.09 -1.59
H -7.76 2.76 0.92
C -7.79 1.93 -1.05
Br 0.60 1.86 0.88
H 4.41 -1.80 1.99
C 4.46 4.98 -3.53
H -3.81 2.92 -1.44
C -5.72 2.30 0.35
N -8.29 8.67 -1.86
H -9.14 1.61 -6.52
H 4.33 3.39 -1.48
C -2.88 4.72 -0.83
C 4.79 0.01 0.91
H -1.40 3.31 -1.52
H 0.05 -7.91 -1.19
H 2.93 -3.61 -2.26
H -7.02 1.65 -1.78
K -11.36 7.50 -3.35
H -0.75 -7.01 0.12
H 4.28 4.79 -4.58
C 4.25 -1.92 -2.93
H -3.92 3.24 1.10
H 4.82 5.99 -3.37
N 1.97 2.17 -1.66
Cl -9.99 2.39 1.69
C -9.62 0.09 -2.51
H -0.35 4.54 1.02
H 4.85 -3.39 0.06
H 4.24 0.83 -0.99
C 3.60 4.17 -1.27
P 2.17 3.28 -0.25
H 7.92 -8.49 4.36
C 6.00 -2.04 -1.11
H 1.47 1.35 3.11
H 5.49 -6.32 6.56
H -2.73 5.19 -1.82
N -8.49 2.39 -6.46
H -8.87 3.10 -5.82
O 5.03 -7.31 3.03
H 3.20 2.07 1.60
C -0.46 4.62 -0.05
C 0.83 4.46 -0.87
C 4.42 -1.50 0.95
H -10.37 -0.65 -2.79
H 6.18 -2.76 0.95
H -5.70 1.77 1.29
C 2.83 -2.58 -2.58
H 2.61 -6.21 3.42
H 1.44 1.33 -1.44
H -4.92 4.32 -1.60
H -7.09 3.87 -0.31
H 7.19 -6.94 4.77
H 6.31 -8.42 5.11
C 6.34 -7.89 3.01

=====

(6)
One molecule with the formula C4H3ClFNS at a distorted geometry. Source: the Open Molecules 2025 dataset; level of theory: ωB97M-V/def2-TZVPD.

Summary:
E_tot in eV: -31757.124
Relative energy (zero: lowest compared OMol25 entry of this formula, charge and spin) in kcal/mol: 97.9
M in g/mol: 151.59
Frontier orbital gap in hartree: 0.2696
Structure (SMILES): N#CC(=S)[C@@H](Cl)CF

Cartesian coordinates (Å):
C 0.20 1.55 -0.12
H -0.84 1.76 -0.27
C -0.48 -2.17 -0.01
N -0.17 -3.06 0.94
C -0.36 -0.94 -0.83
S -1.52 -0.61 -2.14
Cl 1.86 -0.54 0.92
H -0.49 -0.06 1.21
F 0.64 2.32 0.97
C 0.19 0.00 0.35
H 0.97 1.76 -1.01